[1]
# C27H26MnN4O2Te

A structure of composition C27H26MnN4O2Te at a distorted geometry (ωB97M-V with the def2-TZVPD basis set, the OMol25 dataset).

The geometry in XYZ format:
```
61
Properties=species:S:1:pos:R:3:forces:R:3
Mn -0.29514 -0.18162 0.42937 -1.64 -0.15 -0.60
O 3.37763 -1.36902 1.33255 0.03 -0.06 0.11
C 2.19942 -1.06886 1.34035 -0.03 0.11 -0.16
N 1.58833 -0.15404 0.55959 0.92 0.26 0.22
C 2.39687 0.54853 -0.41115 -0.03 -0.06 0.15
C 1.47879 1.18602 -1.41086 -0.03 -0.10 0.04
C 1.94211 2.03150 -2.40846 0.00 0.01 -0.07
C 1.04124 2.62300 -3.27249 0.00 -0.07 0.07
C -0.31425 2.35883 -3.11322 0.01 -0.03 -0.03
C -0.70470 1.50561 -2.10742 -0.13 -0.04 -0.08
N 0.16583 0.91802 -1.27387 0.16 0.15 0.05
C 1.20307 -1.72276 2.26233 -0.11 -0.05 0.12
C 1.59125 -2.55783 3.28827 0.10 -0.02 -0.08
C 0.62043 -3.09676 4.11767 -0.09 0.04 -0.06
C -0.71052 -2.77397 3.88999 0.10 -0.06 0.04
C -1.02341 -1.94508 2.83092 -0.20 0.03 -0.19
N -0.09210 -1.43267 2.02274 0.28 -0.05 0.48
H 3.10571 -0.13285 -0.89216 -0.03 0.01 -0.09
H 2.99938 1.32444 0.07332 0.03 0.01 -0.06
H 3.00470 2.21600 -2.49023 0.00 0.01 0.00
H 1.38256 3.28336 -4.05805 0.02 0.01 0.01
H -1.05520 2.80216 -3.76224 -0.01 0.00 0.01
H -1.74981 1.26956 -1.95870 0.02 -0.01 0.03
H 2.64622 -2.76452 3.40585 -0.01 0.01 0.00
H 0.89642 -3.75860 4.92724 -0.01 0.01 0.01
H -1.50094 -3.16368 4.51461 0.00 -0.01 -0.01
H -2.05001 -1.69549 2.59662 0.01 0.02 0.02
N -3.50770 2.49054 1.17111 0.05 -0.03 0.01
C -2.70352 1.44586 0.95872 -0.15 0.00 0.05
O -1.49205 1.51828 1.20924 0.37 -0.10 -0.02
C -3.31044 0.17224 0.42002 0.34 -0.02 -0.12
C -2.22967 -0.75941 -0.15907 -0.12 0.20 0.08
H -3.12488 3.33477 1.56389 0.01 0.01 0.03
H -4.49719 2.43373 1.00849 -0.01 -0.01 -0.02
H -4.07547 0.42848 -0.31690 -0.08 -0.02 0.06
H -3.82935 -0.30759 1.25406 -0.04 0.05 0.03
H -2.25660 -0.70794 -1.25254 0.14 -0.03 0.01
H -2.47927 -1.79204 0.08645 0.18 -0.03 0.07
Te 0.02460 -3.39487 -0.73661 0.39 -0.44 -0.46
C 1.31914 -5.08022 -0.44438 -0.49 0.35 0.02
C 0.69852 -6.28467 -0.12872 -0.01 -0.02 -0.04
C 1.46579 -7.41533 0.11121 0.04 -0.01 -0.01
C 2.84969 -7.34242 0.03454 -0.05 -0.01 0.00
C 3.46387 -6.13721 -0.27430 0.05 -0.02 -0.01
C 2.70241 -5.00000 -0.50669 0.07 0.13 0.00
C 0.20183 -3.18923 -2.84938 -0.14 -0.02 0.36
C -0.92784 -3.38575 -3.63561 -0.01 -0.01 0.04
C -0.85273 -3.20746 -5.01014 0.01 0.00 -0.05
C 0.34911 -2.84290 -5.59934 -0.02 -0.01 0.00
C 1.47617 -2.64779 -4.81248 0.01 0.00 -0.02
C 1.40264 -2.81137 -3.43658 0.06 0.04 0.03
H -0.38138 -6.34324 -0.08248 0.01 -0.01 0.00
H 0.97883 -8.35210 0.34928 0.02 0.00 0.00
H 3.44774 -8.22545 0.21747 0.01 0.01 0.00
H 4.54312 -6.07765 -0.32903 0.00 0.01 0.00
H 3.19485 -4.05978 -0.72142 -0.02 0.01 0.01
H -1.86144 -3.68839 -3.17790 0.01 -0.01 -0.02
H -1.73146 -3.36861 -5.62134 0.01 0.01 0.00
H 0.40906 -2.71662 -6.67243 0.00 0.00 0.01
H 2.41493 -2.36535 -5.27158 0.00 -0.01 0.01
H 2.28179 -2.64889 -2.82463 0.00 0.00 -0.01
```
Forces are in eV/Å.

Results
**Net charge**: +1
**Frontier orbital gap (alpha / beta)**: 7.222 / 7.347 eV
**<S²>**: 6.095
**Spin multiplicity**: 5

[2]
# C3H5NO3

A cluster of 2 separate species, C3H5NO3 in total at a distorted geometry (ωB97M-V with the def2-TZVPD basis set, the OMol25 dataset).

The geometry in XYZ format:
```
12
Properties=species:S:1:pos:R:3:forces:R:3
C 0.38757 -0.94015 -1.22104 1.29 1.42 -0.81
C 0.02079 0.00059 -0.13470 -1.60 -1.29 0.53
C 0.68268 1.27580 0.21829 -0.39 1.32 3.15
N -1.20886 -0.79010 1.31345 2.50 1.11 -4.05
O -2.08092 -1.43515 0.81953 -0.42 -0.24 0.34
O -0.93534 -0.54265 2.42897 -0.07 0.17 1.79
O -0.73899 -0.03680 -1.25217 -0.20 0.03 -0.15
H 1.24459 -0.61182 -1.93294 -1.45 -0.62 1.34
H 0.12751 -1.97924 -1.27518 -0.10 -0.33 0.45
H 0.67373 1.94432 -0.60365 0.25 0.26 -1.25
H 1.69479 1.18255 0.63697 -0.31 -0.27 -0.34
H 0.13245 1.93265 1.00247 0.50 -1.57 -0.99
```
Forces are in eV/Å.

Results
**Frontier orbital gap**: 9.817 eV

[3]
# C2H8OS2

A cluster of 2 separate species, C2H8OS2 in total at a distorted geometry (ωB97M-V with the def2-TZVPD basis set, the OMol25 dataset).

The geometry in XYZ format:
```
13
Properties=species:S:1:pos:R:3:forces:R:3
C -1.03030 1.47993 -0.75292 0.41 0.33 -0.25
S 0.57941 0.76470 -1.19742 -0.74 0.57 -1.48
S 1.20823 0.03403 0.49371 1.32 -0.28 1.86
C 1.06774 -1.75925 0.48576 -0.49 -0.39 -0.30
H -1.76759 0.71319 -0.56473 -0.23 -0.04 -0.08
H -0.91672 2.13804 0.10623 0.02 -0.14 0.09
H -1.29192 2.11183 -1.60330 -0.27 -0.17 -0.02
H 1.87717 -2.15565 1.09513 -0.05 0.15 0.21
H 0.09850 -2.04823 0.88891 0.07 -0.17 0.04
H 1.19941 -2.18984 -0.50589 -0.06 0.23 -0.10
O -2.50792 -0.95140 1.68482 -0.10 0.36 -0.53
H -2.55239 -0.82892 0.72107 0.02 -0.21 0.49
H -2.70565 -0.06792 2.02408 0.09 -0.22 0.06
```
Forces are in eV/Å.

Results
**Frontier orbital gap**: 9.249 eV
**SMILES**: CSSC.O

[4]
# C16H22N2OS

An isolated molecule of C16H22N2OS at a distorted geometry (ωB97M-V with the def2-TZVPD basis set, the OMol25 dataset).

The geometry in XYZ format:
```
42
Properties=species:S:1:pos:R:3:forces:R:3
C 1.24498 2.27975 1.54545 0.04 0.08 0.08
C 1.09399 2.18911 0.03440 0.32 -0.53 0.04
S 1.15326 0.44260 -0.53364 0.20 -0.06 -0.15
C 2.84885 -0.03422 -0.35423 -0.21 0.28 -0.09
C 3.09652 -1.40318 -0.43196 -0.08 0.10 0.00
C 4.38439 -1.88580 -0.32066 0.04 -0.04 -0.02
C 5.44168 -1.01088 -0.12429 0.11 -0.01 0.01
C 5.19604 0.34832 -0.05072 0.11 -0.01 0.03
C 3.90789 0.84246 -0.16795 -0.01 0.01 0.00
C -0.21491 2.78497 -0.45409 0.48 0.09 -0.17
O -0.26266 3.77743 -1.14922 0.01 0.07 -0.01
N -1.34960 2.14007 -0.08390 -1.34 0.17 -0.42
N -1.33240 1.03314 0.68969 0.37 -0.37 0.52
C -2.32802 0.25421 0.78853 -0.35 0.33 0.15
C -2.13038 -0.98245 1.60746 0.32 -0.21 -0.04
C -1.71416 -2.14814 0.69942 -0.30 -0.07 0.14
C -2.64437 -2.37107 -0.49359 0.30 -0.03 -0.09
C -2.54275 -1.26242 -1.54819 -0.25 -0.04 -0.08
C -3.54551 -0.11827 -1.37059 0.11 -0.05 -0.06
C -3.64872 0.38691 0.08093 0.11 0.20 -0.23
H 0.45090 1.71478 2.02617 0.07 0.03 0.05
H 2.20551 1.87117 1.85339 0.05 0.02 0.02
H 1.18888 3.32079 1.85920 0.04 0.11 0.08
H 1.88769 2.73189 -0.48376 -0.26 0.03 0.03
H 2.26628 -2.07681 -0.58236 -0.08 -0.13 0.01
H 4.56402 -2.94893 -0.38271 0.01 -0.09 -0.01
H 6.44934 -1.38664 -0.03100 0.08 -0.03 0.01
H 6.01319 1.03942 0.09668 0.07 0.04 0.01
H 3.75203 1.90849 -0.11871 -0.05 0.08 0.01
H -2.21513 2.48332 -0.50055 0.24 -0.03 0.07
H -1.34193 -0.81292 2.34039 -0.06 0.05 0.05
H -3.05476 -1.23431 2.13044 -0.02 0.01 0.05
H -1.67865 -3.05687 1.30391 0.08 -0.02 0.01
H -0.70782 -1.94924 0.32669 0.06 -0.03 0.02
H -2.36130 -3.31813 -0.95825 -0.09 -0.02 0.02
H -3.67668 -2.47396 -0.15341 -0.12 -0.11 0.01
H -1.52702 -0.86059 -1.53364 0.05 0.00 -0.08
H -2.70555 -1.68969 -2.53999 0.08 0.04 -0.02
H -4.53637 -0.44576 -1.69271 0.00 0.06 -0.04
H -3.24216 0.69920 -2.02855 -0.09 0.01 -0.02
H -3.99400 1.42485 0.08603 -0.08 -0.04 0.06
H -4.39061 -0.20257 0.61995 0.03 0.08 0.04
```
Forces are in eV/Å.

Results
**Frontier orbital gap**: 8.715 eV
**SMILES**: C[C@@H](Sc1ccccc1)C(=O)NN=C1CCCCCC1

[5]
# C4H8NO

A cluster of 2 separate species, C4H8NO in total at a distorted geometry (ωB97M-V with the def2-TZVPD basis set, the OMol25 dataset).

The geometry in XYZ format:
```
14
Properties=species:S:1:pos:R:3:forces:R:3
C -2.62462 -0.09374 -0.06201 -0.46 0.61 -0.13
C 1.32203 0.99513 0.33518 0.91 0.56 2.37
C -1.40520 -0.57243 0.16022 2.21 -1.45 0.86
C 0.63927 -0.34982 0.36379 -5.34 5.12 -1.66
N 1.19060 0.41164 -0.93584 1.11 -1.44 -2.50
O 1.07008 -1.50254 0.61618 2.42 -2.54 1.63
H -3.57997 -0.72790 0.10749 2.08 0.63 -0.38
H -2.88988 0.91787 -0.41483 0.46 -0.42 0.43
H 0.68356 1.86016 0.34641 -0.39 0.05 0.73
H 2.33855 1.29220 0.69180 -0.80 -0.87 -0.13
H -1.21283 -1.60938 0.40250 -0.50 -0.06 0.19
H 0.68414 1.00258 -1.57959 -0.43 -0.65 -0.44
H 1.99049 -0.08507 -1.34277 -0.26 0.44 0.04
H 1.79377 -1.53871 1.31146 -1.03 0.02 -1.02
```
Forces are in eV/Å.

Results
**Net charge**: +1
**Frontier orbital gap**: 10.686 eV

[6]
# C24H52N4O18

A cluster of 9 separate species, C24H52N4O18 in total at a distorted geometry (ωB97M-V with the def2-TZVPD basis set, the OMol25 dataset).

The geometry in XYZ format:
```
98
Properties=species:S:1:pos:R:3:forces:R:3
C 6.70754 0.82522 11.72589 1.85 0.57 0.04
N 6.50537 -0.39757 10.94936 -1.94 -1.01 0.50
O 7.06156 -1.43947 11.27562 -0.14 0.99 -0.71
O 5.58048 -0.28804 10.14607 1.03 -0.65 -0.07
H 5.78314 1.06662 12.25060 0.28 0.08 -0.19
H 7.04367 1.56580 11.00018 -0.66 0.29 0.08
H 7.58414 0.68637 12.35864 -0.43 -0.19 0.39
C 3.37486 5.03436 13.67494 0.30 0.03 0.33
N 4.60638 4.27905 13.34105 0.31 -1.51 -2.44
O 4.90638 3.27585 13.98701 -0.15 1.27 -0.33
O 5.19430 4.65324 12.31159 -0.46 -0.48 1.83
H 3.84576 5.83589 14.24408 -0.93 0.34 0.23
H 2.68152 4.39668 14.22333 0.44 0.17 0.34
H 2.88988 5.38468 12.76382 0.49 0.12 0.08
C 1.63108 6.87717 17.99644 -0.02 0.21 0.45
N 2.35959 5.67655 17.51299 1.54 -1.79 -2.29
O 3.59433 5.60563 17.47699 -1.01 1.30 1.26
O 1.72934 4.80857 16.92487 -0.99 0.57 0.81
H 2.27397 7.72588 17.76299 -0.28 -0.05 -0.10
H 1.45957 6.86522 19.07279 0.39 -0.40 0.02
H 0.64917 6.87767 17.52321 0.36 0.11 -0.29
C 0.88199 9.90762 14.21288 -0.38 0.09 -1.27
N 2.25209 9.43763 13.89269 1.97 -0.86 0.49
O 3.16713 10.26432 13.93978 -1.30 -0.92 -0.13
O 2.42366 8.24539 13.58873 -0.60 1.74 0.46
H 0.43645 9.84310 13.22019 -0.38 0.21 0.00
H 0.91788 10.95626 14.50807 0.10 -0.39 0.25
H 0.29865 9.22379 14.82948 0.57 -0.02 0.26
C 6.31200 2.71664 17.32123 -0.32 0.38 0.66
C 7.45046 3.16952 16.50619 1.33 0.25 -1.32
O 8.50876 3.63275 17.38050 0.61 0.43 -0.13
C 9.67555 4.13939 16.83062 -0.40 -0.45 3.84
C 10.71889 4.55966 17.88154 -0.40 0.57 0.44
O 9.93912 4.14317 15.69624 0.02 0.01 -3.31
H 6.66347 1.89612 17.94679 -0.37 -0.03 0.18
H 5.48417 2.41151 16.68115 0.06 -0.07 0.07
H 5.99508 3.57069 17.91976 -0.30 -0.26 0.31
H 7.79256 2.33971 15.88773 0.44 -0.03 -0.03
H 7.19815 3.96171 15.80130 -0.09 0.18 0.09
H 11.42776 3.74450 18.02683 -0.09 -0.05 -0.08
H 10.36163 4.89986 18.85350 -0.59 -0.58 -0.02
H 11.27078 5.44793 17.57414 -0.01 -0.26 -0.71
C 3.08712 10.71951 8.99645 1.37 0.97 -1.85
C 2.79481 9.52919 9.81211 -1.07 -0.10 0.56
O 3.76728 8.45879 9.70721 -0.25 -0.10 -0.74
C 3.58151 7.53353 8.72747 -4.38 -0.54 -1.76
C 4.34124 6.25625 8.88006 0.61 -0.37 -0.65
O 2.63902 7.54401 7.86817 3.31 1.13 2.98
H 2.52954 11.62409 9.23919 -0.38 -0.33 0.24
H 3.00906 10.55340 7.92200 -0.39 -0.17 -0.05
H 4.13133 11.01472 9.09931 0.19 -0.04 0.36
H 2.74211 9.92948 10.82458 0.62 -0.88 0.47
H 1.79165 9.15349 9.61052 0.14 -0.33 -0.25
H 3.96368 5.57084 8.12127 -0.18 0.18 0.05
H 4.18680 5.77146 9.84402 0.28 0.40 0.17
H 5.39717 6.35922 8.63005 0.15 0.16 0.53
C 4.58184 -0.13802 14.88960 0.71 0.55 -0.34
C 3.59277 0.39331 15.90017 0.29 -0.42 -0.35
O 4.14104 -0.07626 17.16835 -1.10 0.86 0.24
C 3.68127 0.46113 18.30525 -3.70 2.50 1.09
C 4.40969 -0.02277 19.53446 0.23 0.98 -1.25
O 2.76483 1.34483 18.43775 3.23 -3.28 -1.50
H 5.08909 -1.03238 15.25145 -0.33 -0.14 -0.10
H 5.36139 0.61418 14.76888 0.19 -0.03 -0.11
H 4.15377 -0.30758 13.90162 -0.14 -0.10 0.11
H 3.53452 1.48065 15.85128 0.01 -0.03 0.40
H 2.60092 0.00052 15.67641 -0.09 -0.16 0.69
H 4.54961 0.96631 19.97063 0.56 -0.33 0.70
H 5.33501 -0.43619 19.13322 0.11 -0.29 0.81
H 3.84254 -0.64850 20.22360 0.04 -0.05 -0.40
C -3.85569 6.52626 17.81184 -0.17 0.28 0.16
C -3.72150 6.80567 16.32212 -0.42 0.01 0.11
O -2.93399 5.82361 15.64221 1.94 0.60 -0.27
C -1.58528 6.00488 15.43534 1.41 0.32 -0.65
C -0.96967 4.79662 14.68650 -0.74 0.86 1.06
O -0.85957 6.97041 15.69951 -2.46 -1.17 0.16
H -4.55414 5.74855 18.12076 -0.36 0.12 -0.53
H -4.18168 7.49577 18.18853 -0.13 -0.20 0.62
H -2.95086 6.22230 18.33813 0.43 0.43 -0.42
H -4.67999 6.80244 15.80310 -0.20 -0.51 0.23
H -3.43374 7.84533 16.16587 1.01 -0.21 -0.06
H -1.43334 3.90796 15.11473 0.12 -0.19 -0.49
H 0.10703 4.80047 14.85621 -0.20 0.02 0.06
H -1.17067 4.93170 13.62374 -0.16 -0.27 0.04
C 5.15935 8.23467 16.42332 -0.03 0.15 0.06
C 6.49168 7.73201 16.99397 -0.32 0.69 -0.77
O 6.97315 8.72550 17.97692 -0.50 -1.10 -0.36
C 8.19159 8.62878 18.50084 3.38 -2.55 -0.18
C 8.47088 9.85766 19.38299 -0.61 -0.72 0.04
O 9.04816 7.68623 18.31334 -3.89 3.73 0.50
H 4.35474 8.19958 17.15780 0.27 0.44 0.33
H 4.73966 7.60374 15.63983 0.59 -0.39 -0.16
H 5.25851 9.21535 15.95798 -0.05 0.13 0.31
H 6.31500 6.72465 17.37097 0.58 0.18 0.57
H 7.23851 7.73594 16.20004 0.05 -0.36 0.10
H 8.48451 9.54875 20.42822 0.55 -0.31 -0.02
H 7.62344 10.54318 19.38343 0.20 0.15 -0.59
H 9.41347 10.32482 19.09770 -0.16 -0.06 0.11
```
Forces are in eV/Å.

Results
**Frontier orbital gap**: 9.545 eV
**SMILES**: C[N+](=O)[O-].C[N+](=O)[O-].C[N+](=O)[O-].C[N+](=O)[O-].CCOC(C)=O.CCOC(C)=O.CCOC(C)=O.CCOC(C)=O.CCOC(C)=O